Entry 1:
Below is a cluster of 3 separate species, C5H13NO2 in total at a distorted geometry, with properties calculated with the ωB97M-V functional and the def2-TZVPD basis.

largest force on an atom	3.68	eV Å⁻¹
energy above the lowest of the compared OMol25 structures with the same formula, charge and spin	140.6	kcal per mole
calculated total energy	-403.35263	a.u.
Kohn-Sham gap (alpha / beta)	6.346 / 6.908	eV
spin multiplicity	1
LUMO level (alpha / beta)	0.60 / 0.64	eV
total charge	0
HOMO level (alpha / beta)	-5.74 / -6.26	eV

Element x y z (Å)
C: 1.414 -0.355 -0.338
C: -0.701 -0.367 0.898
C: -0.944 0.007 -0.418
C: 1.786 -0.339 -1.798
C: -2.901 0.586 0.120
N: -0.363 0.442 1.912
O: 1.877 0.833 0.300
O: 2.057 -1.481 0.237
H: 2.848 0.892 0.232
H: 1.842 -1.492 1.176
H: -1.002 -1.366 1.197
H: 0.130 1.295 1.678
H: -0.241 0.066 2.836
H: -1.254 -0.769 -1.098
H: -0.621 0.937 -0.854
H: 1.451 -1.254 -2.286
H: 2.878 -0.263 -1.934
H: 1.316 0.512 -2.292
H: -3.482 -0.160 0.658
H: -3.281 0.752 -0.886
H: -2.809 1.525 0.661

Entry 2:
Below is a structure of composition C27H23BrMnN4O3 at a distorted geometry, with properties calculated with the ωB97M-V functional and the def2-TZVPD basis.

largest force on an atom	1.12	eV Å⁻¹
calculated total energy	-5212.54357	a.u.
Kohn-Sham gap (alpha / beta)	6.534 / 6.271	eV
spin multiplicity	2
LUMO level (alpha / beta)	-0.03 / -0.12	eV
total charge	0
HOMO level (alpha / beta)	-6.57 / -6.40	eV

Element x y z (Å)
Mn: -0.271 0.054 -0.456
C: 3.284 0.271 -2.934
C: 1.937 0.231 -2.511
N: 1.605 0.049 -1.256
C: 2.578 -0.111 -0.303
C: 3.938 -0.099 -0.639
C: 4.266 0.108 -2.002
C: 4.910 -0.310 0.374
C: 4.486 -0.548 1.650
C: 3.118 -0.565 2.005
C: 2.133 -0.332 1.061
N: 0.778 -0.332 1.184
C: 0.027 -0.302 2.321
C: 0.384 -0.018 3.627
C: -0.572 -0.061 4.672
C: -1.880 -0.384 4.457
C: -2.310 -0.630 3.125
C: -3.644 -0.951 2.774
C: -3.995 -1.141 1.469
C: -3.008 -0.966 0.473
N: -1.769 -0.663 0.771
C: -1.387 -0.535 2.079
H: 3.512 0.428 -3.979
H: 1.120 0.357 -3.213
H: 5.310 0.126 -2.291
H: 5.961 -0.292 0.120
H: 5.216 -0.734 2.428
H: 2.856 -0.806 3.024
H: 1.399 0.255 3.872
H: -0.237 0.164 5.677
H: -2.593 -0.441 5.269
H: -4.382 -1.045 3.562
H: -5.006 -1.392 1.182
H: -3.250 -1.042 -0.581
C: -0.879 4.285 -0.820
C: -1.341 2.881 -0.482
C: -2.482 2.887 0.529
O: -0.227 2.127 0.061
C: -1.819 2.127 -1.742
O: -2.592 2.701 -2.491
O: -1.387 0.924 -1.874
H: -0.726 4.872 0.089
H: -1.632 4.772 -1.436
H: 0.058 4.249 -1.376
H: -2.182 3.406 1.444
H: -2.774 1.868 0.786
H: -3.342 3.401 0.103
H: 0.041 2.506 0.906
Br: -1.812 -2.550 -5.452
C: -0.924 -2.664 -3.795
C: -0.080 -3.723 -3.521
C: 0.551 -3.754 -2.287
C: 0.310 -2.725 -1.395
N: -0.502 -1.702 -1.670
C: -1.116 -1.663 -2.854
H: 0.080 -4.503 -4.253
H: 1.220 -4.560 -2.020
H: 0.783 -2.705 -0.420
H: -1.741 -0.799 -3.039

Entry 3:
Below is a cluster of 6 separate species, C2H16O6 in total at a distorted geometry, with properties calculated with the ωB97M-V functional and the def2-TZVPD basis.

largest force on an atom	2.14	eV Å⁻¹
energy above the lowest of the compared OMol25 structures with the same formula, charge and spin	24.3	kcal per mole
calculated total energy	-537.20649	a.u.
SMILES string	CO.CO.O.O.O.O
Kohn-Sham gap	10.975	eV
spin multiplicity	1
LUMO level	0.47	eV
total charge	0
HOMO level	-10.50	eV

Element x y z (Å)
C: 4.043 4.925 7.211
O: 3.935 6.333 7.353
H: 3.783 4.659 6.223
H: 5.056 4.522 7.429
H: 3.341 4.385 7.904
H: 3.720 6.625 6.432
C: 7.085 8.318 4.241
O: 6.141 8.661 5.255
H: 6.971 9.011 3.379
H: 8.087 8.336 4.670
H: 6.958 7.263 3.858
H: 5.297 8.242 5.008
O: 8.119 4.106 7.299
H: 8.105 3.627 8.117
H: 8.066 5.015 7.589
O: 6.909 7.042 7.400
H: 6.026 6.754 7.246
H: 6.943 7.860 6.928
O: 7.145 5.507 4.995
H: 7.317 4.569 5.292
H: 7.309 5.962 5.848
O: 4.203 5.889 4.478
H: 5.097 5.595 4.737
H: 4.116 5.704 3.558

Entry 4:
Below is an isolated molecule of C19H23N3O4S at a distorted geometry, with properties calculated with the ωB97M-V functional and the def2-TZVPD basis.

largest force on an atom	1.05	eV Å⁻¹
energy above the lowest of the compared OMol25 structures with the same formula, charge and spin	24.2	kcal per mole
calculated total energy	-1601.28835	a.u.
SMILES string	Cc1ccc(-c2nc(N)sc2CC(=O)OCC(=O)NC[C@@H]2CCCO2)cc1
Kohn-Sham gap	8.327	eV
spin multiplicity	1
LUMO level	0.58	eV
total charge	0
HOMO level	-7.74	eV

Element x y z (Å)
C: -5.946 -1.177 1.237
C: -4.669 -0.805 0.547
C: -4.632 0.222 -0.389
C: -3.458 0.546 -1.039
C: -2.285 -0.158 -0.776
C: -1.061 0.218 -1.480
N: -0.841 1.547 -1.723
C: 0.271 1.754 -2.327
N: 0.721 2.973 -2.723
S: 1.181 0.299 -2.718
C: -0.096 -0.620 -1.960
C: -0.013 -2.113 -1.939
C: 0.999 -2.478 -0.875
O: 0.751 -2.599 0.302
O: 2.215 -2.600 -1.396
C: 3.310 -2.882 -0.525
C: 3.872 -1.597 0.110
O: 4.961 -1.154 -0.182
N: 3.054 -1.064 1.035
C: 3.277 0.258 1.568
C: 2.640 1.318 0.644
C: 2.576 2.698 1.300
C: 1.254 2.633 2.071
C: 0.438 1.576 1.305
O: 1.300 0.987 0.343
C: -2.311 -1.172 0.179
C: -3.491 -1.489 0.824
H: -6.380 -2.061 0.767
H: -5.765 -1.412 2.284
H: -6.672 -0.370 1.176
H: -5.535 0.774 -0.610
H: -3.433 1.347 -1.762
H: 1.704 3.061 -2.914
H: 0.278 3.760 -2.278
H: -0.986 -2.535 -1.689
H: 0.334 -2.485 -2.904
H: 4.078 -3.334 -1.154
H: 2.989 -3.575 0.259
H: 2.116 -1.438 1.128
H: 2.840 0.307 2.567
H: 4.355 0.425 1.623
H: 3.185 1.311 -0.306
H: 2.532 3.470 0.531
H: 3.433 2.888 1.941
H: 1.423 2.316 3.100
H: 0.744 3.594 2.092
H: -0.403 2.008 0.756
H: 0.048 0.800 1.975
H: -1.403 -1.693 0.440
H: -3.497 -2.277 1.563

Entry 5:
Below is a structure of composition C39H46N10S2Y, with properties calculated with the ωB97M-V functional and the def2-TZVPD basis.

largest force on an atom	0.51	eV Å⁻¹
energy above the lowest of the compared OMol25 structures with the same formula, charge and spin	15.4	kcal per mole
calculated total energy	-2896.07729	a.u.
Kohn-Sham gap	7.370	eV
spin multiplicity	1
LUMO level	-2.18	eV
total charge	+1
HOMO level	-9.55	eV

Element x y z (Å)
Y: -0.020 0.367 -0.833
C: 2.213 -1.495 0.963
N: 2.311 -0.198 0.272
C: 3.265 -0.362 -0.852
C: 3.064 0.672 -1.931
N: 1.807 0.430 -2.689
C: 1.915 -0.843 -3.436
C: 1.594 1.538 -3.631
C: 2.618 1.856 -4.523
C: 2.482 2.890 -5.429
C: 1.301 3.620 -5.447
C: 0.277 3.297 -4.580
C: 0.394 2.249 -3.659
S: -1.026 1.883 -2.675
C: 2.808 0.850 1.183
C: 3.890 0.564 2.012
C: 4.412 1.524 2.860
C: 3.853 2.795 2.864
C: 2.799 3.088 2.023
C: 2.247 2.129 1.164
S: 0.944 2.616 0.085
H: 3.182 -1.861 1.313
H: 1.845 -2.240 0.257
H: 1.540 -1.389 1.814
H: 3.128 -1.365 -1.260
H: 4.292 -0.318 -0.474
H: 3.923 0.636 -2.608
H: 3.007 1.673 -1.503
H: 1.169 -0.865 -4.222
H: 1.737 -1.702 -2.785
H: 2.905 -0.951 -3.892
H: 3.536 1.283 -4.516
H: 3.288 3.125 -6.111
H: 1.174 4.439 -6.142
H: -0.648 3.857 -4.602
H: 4.358 -0.412 1.984
H: 5.257 1.290 3.494
H: 4.253 3.566 3.509
H: 2.380 4.086 2.005
C: -1.879 -2.645 -0.056
N: -0.816 -1.929 0.655
C: -1.294 -1.452 1.960
C: -2.110 -0.226 1.734
N: -1.886 0.607 0.745
C: -2.762 1.679 0.954
C: -2.927 2.864 0.242
C: -3.879 3.749 0.706
C: -4.651 3.477 1.847
C: -4.491 2.309 2.565
C: -3.528 1.427 2.090
N: -3.097 0.189 2.553
C: -1.705 -2.577 -1.534
N: -1.208 -1.537 -2.163
C: -1.471 -1.776 -3.522
C: -1.272 -0.979 -4.651
C: -1.657 -1.492 -5.871
C: -2.240 -2.764 -5.992
C: -2.472 -3.552 -4.885
C: -2.084 -3.021 -3.660
N: -2.217 -3.508 -2.367
H: -1.979 -3.682 0.282
H: -2.829 -2.149 0.168
H: -0.047 -2.568 0.810
H: -1.876 -2.208 2.501
H: -0.448 -1.148 2.593
H: -2.325 3.089 -0.629
H: -4.032 4.681 0.180
H: -5.382 4.204 2.173
H: -5.076 2.100 3.450
H: -3.391 -0.278 3.393
H: -0.869 0.018 -4.562
H: -1.521 -0.891 -6.760
H: -2.529 -3.123 -6.969
H: -2.944 -4.522 -4.965
H: -2.670 -4.362 -2.088
C: 3.003 -0.782 6.958
C: 3.446 -1.097 5.545
N: 2.276 -1.021 4.690
C: 1.457 0.101 4.727
N: 0.691 0.305 3.706
C: -0.177 1.478 3.738
C: 0.378 2.597 4.601
C: 0.689 2.052 5.978
N: 1.496 0.843 5.869
C: 2.411 0.612 6.979
H: 3.841 -0.832 7.653
H: 2.260 -1.517 7.271
H: 3.858 -2.104 5.475
H: 4.229 -0.391 5.234
H: 2.425 -1.300 3.736
H: -1.176 1.208 4.113
H: -0.305 1.835 2.712
H: -0.333 3.422 4.668
H: 1.294 2.983 4.151
H: -0.229 1.841 6.540
H: 1.263 2.777 6.560
H: 1.860 0.781 7.907
H: 3.213 1.362 6.943

Entry 6:
Below is a structure of composition C8H24ClI2IrOP2 at a distorted geometry, with properties calculated with the ωB97M-V functional and the def2-TZVPD basis.

largest force on an atom	1.74	eV Å⁻¹
energy above the lowest of the compared OMol25 structures with the same formula, charge and spin	0.0	kcal per mole
calculated total energy	-2236.48307	a.u.
Kohn-Sham gap (alpha / beta)	7.789 / 5.549	eV
spin multiplicity	5
LUMO level (alpha / beta)	-7.34 / -10.51	eV
total charge	+2
HOMO level (alpha / beta)	-15.13 / -16.06	eV

Element x y z (Å)
I: -0.597 3.604 -0.845
I: 0.267 0.329 -2.828
Ir: -0.138 0.766 -0.365
P: 2.115 1.239 0.278
C: 3.285 0.156 -0.594
C: 2.586 2.927 -0.030
H: 3.479 3.204 0.525
H: 3.529 1.253 2.274
H: 1.752 3.570 0.283
H: 1.808 1.149 2.674
H: 3.201 0.316 -1.664
H: 2.769 3.065 -1.094
C: 2.575 0.802 1.983
H: 4.319 0.323 -0.275
H: 2.668 -0.286 2.047
H: 3.037 -0.885 -0.373
P: -2.427 0.287 -0.683
C: -2.637 -1.116 -1.848
C: -3.339 -0.381 0.741
H: -3.039 2.651 -0.767
H: -4.368 1.551 -1.178
H: -3.092 1.929 -2.399
C: -3.299 1.734 -1.338
H: -3.085 0.131 1.673
H: -4.407 -0.235 0.542
H: -3.695 -1.366 -1.975
H: -2.151 -2.013 -1.458
H: -3.143 -1.445 0.861
H: -2.195 -0.898 -2.822
Cl: -0.667 1.982 1.574
C: 1.235 -3.380 0.938
C: 0.101 -2.537 0.354
O: 0.150 -1.121 0.881
H: 2.161 -2.794 0.910
H: 1.379 -4.340 0.413
H: 1.042 -3.616 1.993
H: 0.090 -2.518 -0.738
H: -0.909 -2.871 0.615
H: -0.360 -1.162 1.716

Entry 7:
Below is an isolated molecule of C7H11N at a distorted geometry, with properties calculated with the ωB97M-V functional and the def2-TZVPD basis.

largest force on an atom	5.30	eV Å⁻¹
energy above the lowest of the compared OMol25 structures with the same formula, charge and spin	82.7	kcal per mole
calculated total energy	-327.95626	a.u.
SMILES string	[H]/N=C(/C=C)C1(C)CC1
Kohn-Sham gap	10.081	eV
spin multiplicity	1
LUMO level	0.72	eV
total charge	0
HOMO level	-9.36	eV

Element x y z (Å)
H: -0.230 2.341 -0.248
N: -1.065 1.775 -0.305
C: -0.766 0.544 -0.214
C: -1.683 -0.570 -0.066
C: -2.915 -0.693 0.420
C: 0.773 0.054 -0.133
C: 1.152 -0.211 -1.558
C: 1.046 -0.542 1.225
C: 1.746 0.794 0.803
H: -1.183 -1.453 -0.251
H: -3.419 -1.595 0.681
H: -3.473 0.224 0.414
H: 0.861 0.473 -2.316
H: 0.715 -1.099 -1.801
H: 2.135 -0.422 -1.800
H: 1.832 -1.414 1.267
H: 0.365 -0.674 2.058
H: 1.387 1.627 1.386
H: 2.724 0.839 0.438

Entry 8:
Below is a cluster of 2 separate species, C5H10O in total, with properties calculated with the ωB97M-V functional and the def2-TZVPD basis.

largest force on an atom	0.38	eV Å⁻¹
energy above the lowest of the compared OMol25 structures with the same formula, charge and spin	51.1	kcal per mole
calculated total energy	-271.67112	a.u.
SMILES string	C=CCC(=C)O.[H][H]
Kohn-Sham gap	9.908	eV
spin multiplicity	1
LUMO level	0.92	eV
total charge	0
HOMO level	-8.98	eV

Element x y z (Å)
C: 2.074 -0.670 0.661
C: 1.457 -0.194 -0.415
C: 0.163 -0.749 -0.955
C: -0.964 0.237 -0.799
C: -2.002 0.078 0.024
O: -0.768 1.329 -1.591
H: 1.674 -1.517 1.216
H: 2.992 -0.228 1.038
H: 1.866 0.666 -0.944
H: 0.273 -0.979 -2.023
H: -0.094 -1.677 -0.436
H: -2.088 -0.815 0.631
H: -2.785 0.826 0.120
H: -1.477 1.965 -1.425
H: -0.012 0.937 2.782
H: -0.310 0.791 2.115

Entry 9:
Below is a structure of composition C4H3N3O at a distorted geometry, with properties calculated with the ωB97M-V functional and the def2-TZVPD basis.

largest force on an atom	8.61	eV Å⁻¹
energy above the lowest of the compared OMol25 structures with the same formula, charge and spin	127.6	kcal per mole
calculated total energy	-393.51608	a.u.
Kohn-Sham gap (alpha / beta)	7.622 / 7.621	eV
spin multiplicity	1
LUMO level (alpha / beta)	-2.21 / -2.21	eV
total charge	0
HOMO level (alpha / beta)	-9.83 / -9.83	eV

Element x y z (Å)
C: -2.872 -0.598 0.064
C: 0.911 1.809 0.045
C: -0.572 0.410 0.008
C: 0.566 -0.332 0.130
N: -3.930 -0.926 0.214
N: -0.344 1.707 -0.032
N: 0.820 -1.647 -0.002
O: 1.565 0.593 0.194
H: 1.501 2.746 0.220
H: 0.594 -2.057 -0.859
H: 1.761 -1.705 0.017

Entry 10:
Below is a structure of composition C5H12N2O at a distorted geometry, with properties calculated with the ωB97M-V functional and the def2-TZVPD basis.

largest force on an atom	2.46	eV Å⁻¹
energy above the lowest of the compared OMol25 structures with the same formula, charge and spin	150.9	kcal per mole
calculated total energy	-382.26209	a.u.
Kohn-Sham gap (alpha / beta)	7.794 / 7.795	eV
spin multiplicity	1
LUMO level (alpha / beta)	0.31 / 0.31	eV
total charge	0
HOMO level (alpha / beta)	-7.49 / -7.49	eV

Element x y z (Å)
C: 0.157 -0.927 -0.796
C: 1.523 0.921 0.487
C: 1.468 -0.239 -0.638
N: 0.296 1.582 0.747
N: -0.724 -0.309 -1.647
C: -0.663 -0.936 1.034
C: -1.969 -1.196 1.121
O: -0.049 2.289 -0.501
H: -0.407 3.125 -0.177
H: -0.429 0.388 0.910
H: 0.175 -2.008 -0.881
H: -1.630 -0.738 -1.752
H: -0.748 0.705 -1.568
H: 2.310 1.611 0.171
H: 1.797 0.442 1.429
H: 2.251 -0.962 -0.416
H: 1.701 0.257 -1.579
H: 0.013 -1.445 1.719
H: -2.682 -0.724 0.448
H: -2.390 -1.836 1.888

Entry 11:
Below is a cluster of 2 separate species, C36H36N3O2S in total at a distorted geometry, with properties calculated with the ωB97M-V functional and the def2-TZVPD basis.

largest force on an atom	2.88	eV Å⁻¹
calculated total energy	-2105.89902	a.u.
Kohn-Sham gap	4.465	eV
spin multiplicity	1
LUMO level	-4.93	eV
total charge	+1
HOMO level	-9.40	eV

Element x y z (Å)
C: -5.585 -1.196 -1.853
N: -5.123 -1.404 -0.478
C: -5.627 -2.577 0.155
C: -5.328 -3.841 -0.388
C: -5.887 -4.989 0.159
C: -6.777 -4.887 1.234
C: -7.078 -3.634 1.781
C: -6.494 -2.480 1.254
C: -3.869 -0.882 -0.123
C: -3.673 -0.273 1.139
C: -2.455 0.315 1.432
C: -1.329 0.178 0.557
C: -0.049 0.642 0.966
C: 1.214 0.080 0.668
C: 2.418 0.788 1.000
C: 3.660 0.273 0.693
C: 3.766 -1.000 0.081
N: 5.024 -1.466 -0.360
C: 5.465 -1.023 -1.683
C: 5.573 -2.682 0.131
C: 5.328 -3.908 -0.507
C: 5.860 -5.082 0.023
C: 6.690 -5.032 1.146
C: 6.981 -3.804 1.755
C: 6.420 -2.633 1.252
C: 2.598 -1.735 -0.208
C: 1.351 -1.219 0.090
C: -1.566 -0.400 -0.726
C: -2.815 -0.886 -1.067
H: -5.301 -0.192 -2.180
H: -5.171 -1.944 -2.541
H: -6.677 -1.284 -1.873
H: -4.643 -3.895 -1.240
H: -5.639 -5.964 -0.265
H: -7.229 -5.787 1.650
H: -7.779 -3.546 2.611
H: -6.710 -1.487 1.655
H: -4.508 -0.256 1.853
H: -2.309 0.848 2.375
H: -0.034 1.497 1.639
H: 2.334 1.778 1.468
H: 4.585 0.814 0.920
H: 6.529 -1.249 -1.793
H: 4.908 -1.524 -2.487
H: 5.315 0.057 -1.756
H: 4.698 -3.926 -1.402
H: 5.634 -6.040 -0.452
H: 7.108 -5.949 1.558
H: 7.650 -3.750 2.614
H: 6.623 -1.653 1.694
H: 2.696 -2.705 -0.703
H: 0.450 -1.795 -0.120
H: -0.739 -0.442 -1.443
H: -2.984 -1.336 -2.051
C: 1.016 6.052 1.680
S: 1.203 4.238 1.898
C: 0.471 4.149 3.576
C: -0.077 3.642 0.940
C: -0.115 3.761 -0.462
C: -1.346 3.505 -1.158
C: -1.444 3.680 -2.519
C: -0.300 4.051 -3.255
N: -0.371 4.163 -4.663
O: 0.680 4.450 -5.281
O: -1.459 3.963 -5.244
C: 0.935 4.273 -2.611
C: 1.032 4.129 -1.242
H: 1.309 6.306 0.658
H: -0.023 6.336 1.879
H: 1.702 6.517 2.398
H: 0.342 3.098 3.854
H: 1.201 4.612 4.248
H: -0.482 4.687 3.610
H: -0.971 3.293 1.470
H: -2.209 3.181 -0.569
H: -2.381 3.553 -3.056
H: 1.782 4.570 -3.227
H: 2.009 4.280 -0.775